(1)
Molecular formula: C6H6F2O
Method: DFT, the ωB97M-V functional and the def2-TZVPD basis

Each atom is followed by the atoms it is bonded to, with distances in Å.
Geometry (Å):
1 F 0.30 -0.02 -1.15  C7 1.341
2 F -1.22 0.03 4.18  C8 1.370
3 C 0.69 0.81 1.11  C5 1.380, C7 1.427, H9 1.098
4 C -1.20 -0.56 0.55  C6 1.406, C7 1.378, H10 1.098
5 C 0.19 0.89 2.39  C3 1.380, C8 1.386, H11 1.098
6 C -1.63 -0.56 1.89  C4 1.406, C8 1.412, H12 1.098
7 C -0.05 0.07 0.14  F1 1.341, C3 1.427, C4 1.378
8 C -0.90 0.17 2.85  F2 1.370, C5 1.386, C6 1.412
9 H 1.60 1.34 0.78  C3 1.098
10 H -1.82 -1.09 -0.19  C4 1.098
11 H 0.73 1.52 3.12  C5 1.098
12 H -2.51 -1.14 2.19  C6 1.098
13 O 1.92 -0.13 -6.13  H14 0.984, H15 0.984
14 H 2.25 -0.98 -6.50  O13 0.984
15 H 1.65 -0.35 -5.21  O13 0.984

Properties
Kohn-Sham gap: 10.14 eV
Structure (SMILES): Fc1ccc(F)cc1.O
Net charge: 0
HOMO level: -9.386 eV
Lowest unoccupied orbital energy: 0.753 eV


(2)
Molecular formula: C6H6F4N2
Method: DFT, the ωB97M-V functional and the def2-TZVPD basis

Each atom is followed by the atoms it is bonded to, with distances in Å.
Geometry (Å):
1 C 0.52 1.15 -0.50  C2 1.338, N7 1.395, H13 1.048
2 C -0.35 0.36 0.14  C1 1.338, C5 1.584, H14 1.114
3 C 2.59 0.68 0.52  N7 1.323, N8 1.272, H15 1.134
4 C 2.33 -1.68 0.10  N8 1.288, H16 1.066, H17 1.085
5 C -1.61 -0.11 -0.69  C2 1.584, C6 1.618, F9 1.351, H18 1.079
6 C -2.88 0.22 0.25  C5 1.618, F10 1.283, F11 1.330, F12 1.327
7 N 1.69 1.57 0.14  C1 1.395, C3 1.323
8 N 2.72 -0.47 -0.02  C3 1.272, C4 1.288
9 F -1.69 -1.39 -1.11  C5 1.351
10 F -3.99 -0.16 -0.27  C6 1.283
11 F -2.71 -0.31 1.46  C6 1.330
12 F -3.01 1.53 0.48  C6 1.327
13 H 0.39 1.42 -1.50  C1 1.048
14 H -0.02 -0.02 1.14  C2 1.114
15 H 3.51 1.06 1.05  C3 1.134
16 H 2.54 -2.43 -0.63  C4 1.066
17 H 1.76 -1.90 1.00  C4 1.085
18 H -1.80 0.49 -1.56  C5 1.079

Properties
Kohn-Sham gap: 9.14 eV
Structure (SMILES): C=N/C=N\C=C\[C@@H](F)C(F)(F)F
Net charge: 0
HOMO level: -9.045 eV
Lowest unoccupied orbital energy: 0.095 eV


Values for energy relative to the best compared isomer or geometry (same formula, charge and spin), eV, ordered as above
0.3334; 2.1735